# C20H44Br8N4O4

8 unconnected molecules or ions with the total composition C20H44Br8N4O4 at a distorted geometry (ωB97M-V/def2-TZVPD, the OMol25 dataset).

Atoms and positions in Å:
Br: -24.8938 3.8495 9.9449
Br: -16.6359 6.0334 6.2839
Br: -18.0093 0.2649 0.2447
Br: -19.7750 2.2516 7.4709
Br: -18.3857 -2.2541 4.2697
Br: -18.2632 5.0124 10.5171
Br: -21.9696 -0.8809 4.8836
Br: -20.6628 2.0978 10.9630
O: -21.6716 -1.1838 8.4297
O: -20.1664 -6.6097 5.0151
O: -25.2343 -4.0107 8.7036
O: -17.0616 1.8394 4.6853
N: -19.5925 -1.8364 9.0344
N: -16.0680 2.4983 2.7014
N: -22.1747 -5.5545 5.4675
N: -25.5326 -1.8140 8.1908
C: -21.4231 -6.6259 5.1223
C: -21.6654 -4.2957 5.9840
C: -21.7028 0.7890 6.0235
C: -20.2317 0.8883 6.1893
C: -18.5397 -1.8858 10.0070
C: -17.9080 5.6691 7.7127
C: -24.8275 -2.9460 8.2672
C: -23.1210 2.9834 9.7368
C: -17.0842 5.4523 8.9776
C: -22.6035 2.5249 11.0331
C: -14.8800 1.6631 2.9054
C: -23.6819 -5.7309 5.5607
C: -26.7852 -1.6910 8.8674
C: -16.1758 3.1190 1.3924
C: -18.4234 -1.1515 1.5044
C: -24.8776 -0.5930 7.8014
C: -17.0676 2.4879 3.6068
C: -17.9075 -0.8142 2.9065
C: -20.7400 -1.1356 9.2111
C: -19.2278 -2.5226 7.7765
H: -22.1009 -7.4701 4.9220
H: -19.5092 -1.2307 1.5579
H: -22.6727 3.3138 11.7820
H: -16.5144 4.5279 8.8835
H: -17.5853 -1.6200 9.5525
H: -18.3798 -2.9307 10.2730
H: -14.7292 0.9573 2.0886
H: -18.6304 6.4781 7.8205
H: -14.9313 1.0992 3.8367
H: -22.5466 3.7205 9.1756
H: -19.7493 -0.0199 6.5504
H: -23.3161 2.1581 9.0520
H: -18.2589 -2.1440 7.4508
H: -17.9668 -2.0883 1.1849
H: -23.9611 -0.8795 7.2857
H: -20.5784 -4.2200 6.0145
H: -20.6772 -0.4169 10.0429
H: -19.2187 -3.5848 8.0213
H: -14.1905 2.5064 2.9447
H: -22.1170 1.6578 5.5119
H: -19.7711 1.0732 5.2188
H: -15.4807 3.9561 1.4568
H: -18.4722 0.0413 3.2771
H: -18.7796 -1.3022 10.8958
H: -23.8434 -2.8564 7.7818
H: -21.9510 -3.4283 5.3888
H: -24.1867 -4.8499 5.9571
H: -26.7577 -1.0350 9.7375
H: -22.1695 0.6502 6.9986
H: -27.0569 -2.7243 9.0832
H: -24.0194 -6.5098 6.2444
H: -15.9038 2.4321 0.5910
H: -19.9682 -2.3250 7.0015
H: -17.1485 3.5636 1.1818
H: -23.2006 1.7598 11.5293
H: -25.4018 0.0407 7.0861
H: -24.7051 -0.0872 8.7514
H: -24.2153 -5.8424 4.6167
H: -18.4196 4.7550 7.4115
H: -27.5257 -1.1943 8.2404
H: -16.8421 -0.5878 2.9491
H: -22.0637 -4.2380 6.9969
H: -16.4538 6.2750 9.3149
H: -17.8934 3.1096 3.2277

## Properties
LUMO (eV): 0.233
E_HOMO (eV): -9.0
SMILES: CN(C)C=O.CN(C)C=O.CN(C)C=O.CN(C)C=O.BrCCBr.BrCCBr.BrCCBr.BrCCBr
Maximum force (eV Å⁻¹): 3.27
ΔE to the lowest compared entry with this formula, charge and spin (eV): 2.133
Gap between HOMO and LUMO (eV): 9.26
Multiplicity: 1

=====

# C20H44BrClIO8PS

A molecular structure, C20H44BrClIO8PS (ωB97M-V/def2-TZVPD, the OMol25 dataset).

Atoms and positions in Å:
I: 1.0573 -3.8128 -4.2065
Br: -0.3191 2.7904 0.9795
Cl: -2.1160 0.3624 -3.4791
S: -2.6941 -1.2581 1.1410
P: -1.2008 1.2185 -1.8139
O: 0.3684 1.0384 -2.2184
O: 3.6330 -0.9137 -5.9321
O: -3.3012 -2.2770 0.3524
O: -2.5101 0.0595 0.2784
O: -1.1444 -1.5830 1.2438
O: 4.2589 0.5701 2.5989
O: -3.2384 -0.9073 2.3988
O: -7.7375 2.1984 2.9060
C: 3.5196 1.0966 4.8902
C: 3.8828 -1.6599 -7.1099
C: 0.6968 -3.8736 -2.1058
C: -0.6139 0.8625 3.0671
C: -6.5843 0.0967 2.3120
C: -8.2211 1.7586 4.1616
C: 5.1677 1.6524 2.4655
C: 6.5786 1.3378 2.9292
C: 4.5525 -0.8679 -8.2195
C: 2.7888 0.2153 -6.0766
C: 0.6450 0.0766 0.8940
C: 1.3935 -0.1147 -6.5771
C: 0.3064 1.1738 1.8978
C: -1.4623 -0.2749 -0.6722
C: -7.2717 2.0164 5.3196
C: 4.0701 0.0747 3.9131
C: -0.3462 -0.8768 0.2203
C: -0.1910 -2.7139 -1.6353
C: -6.5257 1.6052 2.4671
C: 0.4784 -1.9520 -0.4950
H: 3.3269 0.6208 5.8522
H: 5.1690 1.8770 1.3988
H: 4.5369 -2.4697 -6.7858
H: -1.8663 -1.0715 -1.2915
H: -5.6360 -0.2661 1.9188
H: 7.2275 2.1908 2.7275
H: -1.1581 -3.1052 -1.3104
H: -7.3825 -0.1890 1.6249
H: -5.6980 1.8836 3.1300
H: 1.6842 -3.8355 -1.6542
H: 1.1677 0.5485 0.0605
H: 4.7865 2.5415 2.9803
H: 5.4867 -0.4286 -7.8674
H: 2.9595 -2.1222 -7.4792
H: 3.2565 0.9696 -6.7199
H: -0.4870 -0.1719 3.3879
H: -0.3665 1.5122 3.9066
H: 2.7314 0.6442 -5.0753
H: -0.3929 -2.0545 -2.4822
H: 0.6105 0.1949 -2.6275
H: 6.6253 1.1364 4.0000
H: -6.3282 2.0702 1.5008
H: 4.9956 -0.3656 4.3002
H: -1.6588 1.0271 2.8217
H: -9.1458 2.3170 4.3106
H: -6.7562 -0.4100 3.2626
H: 0.2505 -4.8422 -1.9086
H: 1.4071 -0.5304 -7.5854
H: 1.4113 -1.4984 -0.8412
H: 3.9161 -0.0655 -8.5947
H: 2.5799 1.5086 4.5166
H: 1.3923 -0.5568 1.3856
H: 0.7824 0.7885 -6.6021
H: 6.9732 0.4702 2.3991
H: 3.3563 -0.7423 3.7962
H: -8.4898 0.6966 4.1236
H: -7.7454 1.7165 6.2556
H: 1.2686 1.4843 2.2996
H: 4.7755 -1.5293 -9.0577
H: 0.7572 -2.6743 0.2766
H: -6.3447 1.4498 5.2238
H: 4.2066 1.9256 5.0625
H: -7.0212 3.0763 5.3821
H: 0.9163 -0.8399 -5.9163

## Properties
LUMO (eV): 0.203
E_HOMO (eV): -9.4
Maximum force (eV Å⁻¹): 0.35
Gap between HOMO and LUMO (eV): 9.58
Multiplicity: 1

=====

# C20H44BrF3N2O12P3S

3 unconnected molecules or ions with the total composition C20H44BrF3N2O12P3S at a distorted geometry (ωB97M-V/def2-TZVPD, the OMol25 dataset).

Atoms and positions in Å:
Br: -0.3903 -1.6257 -1.6782
S: -0.7053 0.2840 -3.6629
P: -3.0859 -0.2672 -0.5724
P: -3.7554 -0.0397 5.7002
P: 2.9910 -4.6312 -2.7410
F: 2.3833 5.6524 -3.3718
F: 0.5101 6.0242 -2.1933
F: 0.4986 6.0406 -4.5114
O: 2.2602 -3.3382 -3.0764
O: 1.9202 -5.6507 -3.6100
O: -4.1336 0.2067 -1.8367
O: 4.1678 -4.9098 -3.8588
O: -4.5789 0.6792 4.6389
O: -4.9828 0.0387 6.8943
O: 0.8443 4.0159 -3.3777
O: 0.6104 3.0962 -1.1803
O: -0.5903 3.5741 1.6439
O: 4.1140 -3.7603 -1.7715
O: -2.4312 -0.1178 4.6013
O: -3.9859 -1.6638 5.5588
N: -4.0879 -0.1675 0.9015
N: -0.4439 2.5912 -1.9472
C: 0.9228 -5.0856 -4.4399
C: 5.2543 -0.1692 -1.1998
C: 0.0765 1.2210 -2.2581
C: -4.1005 -2.4562 6.7458
C: -6.2775 0.4975 6.5482
C: 3.2948 1.1255 -0.0749
C: 2.2872 -0.1389 -0.0728
C: -0.2199 0.2520 -0.9722
C: -1.1882 -0.5150 5.1837
C: 4.3899 -6.2480 -4.3166
C: -2.0384 3.4695 1.2686
C: -0.5047 3.6095 -3.0801
C: -1.7016 2.3703 -1.1363
C: 4.3059 1.1298 -1.3098
C: 4.9541 -4.5694 -0.9455
C: -2.3649 3.6172 -0.3979
C: -1.4701 4.8790 1.9671
C: -1.6061 0.9527 -0.4061
C: 0.7866 0.3052 0.2716
C: 0.9938 5.4080 -3.3525
H: 5.3546 -0.4991 -0.1031
H: 0.3454 -0.3614 1.0946
H: -4.8757 0.4686 0.6600
H: -6.2472 1.5385 6.2226
H: -0.3957 -0.3671 4.4492
H: -6.8994 0.4441 7.4456
H: 2.2634 -0.6326 -1.1044
H: 5.6726 -5.1176 -1.5604
H: 0.3764 -5.9077 -4.9093
H: 3.8445 -6.4050 -5.2482
H: -2.7648 2.7915 1.9190
H: -5.1555 -2.5998 6.9823
H: 0.8095 1.3662 0.7110
H: 4.3527 -5.2720 -0.3642
H: 0.2117 -4.5027 -3.8517
H: -1.2225 -1.5717 5.4617
H: 4.8114 -1.0192 -1.8184
H: 1.1936 1.1401 -2.5122
H: 2.6295 -0.9122 0.6981
H: 1.3777 -4.4763 -5.2226
H: -3.6481 -3.4300 6.5582
H: 6.3265 0.0607 -1.5384
H: 0.3753 -0.3174 -4.3041
H: -0.8924 3.0692 -4.0182
H: 5.4977 -3.9196 -0.2591
H: -3.5383 0.2755 1.6536
H: -4.0948 -0.4384 -2.5737
H: 0.3441 3.9460 -0.7595
H: -1.2307 4.4576 -2.8830
H: -3.4928 3.6743 -0.4715
H: 3.6808 1.0378 -2.2711
H: -0.9170 5.5224 1.2113
H: -2.4789 2.1564 -1.9663
H: 5.4550 -6.3769 -4.5086
H: 2.7192 2.1165 0.0316
H: -1.8490 4.6102 -0.5981
H: -1.1185 4.8022 3.0528
H: -3.5932 -1.9897 7.5901
H: -1.4185 0.9025 0.7169
H: 3.9144 1.0243 0.8873
H: -0.9699 0.0925 6.0650
H: -6.7160 -0.1415 5.7802
H: 4.9661 2.0573 -1.3402
H: 4.0748 -6.9829 -3.5761

## Properties
LUMO (eV): -4.419
E_HOMO (eV): -10.5
Maximum force (eV Å⁻¹): 10.05
ΔE to the lowest compared entry with this formula, charge and spin (eV): 8.491
Gap between HOMO and LUMO (eV): 6.07
Charge: +1
Multiplicity: 1

=====

# C20H44CrN3OP2S

A molecular structure, C20H44CrN3OP2S at a distorted geometry (ωB97M-V/def2-TZVPD, the OMol25 dataset).

Atoms and positions in Å:
Cr: 0.1553 0.0199 0.2506
S: -0.9245 -0.2179 2.3750
P: -0.0814 -2.2801 -0.2449
P: -0.0488 2.3416 -0.0647
O: 3.2230 -0.0177 0.5141
N: -0.1748 1.1183 4.5984
N: 0.1177 0.1143 -1.8594
N: 1.5351 0.1524 3.5875
C: -1.9314 -4.4204 -0.7109
C: -1.6866 -3.5421 1.6586
C: 0.5295 -1.0373 -2.6618
C: 2.0917 0.5851 4.8678
C: 0.2015 0.3699 3.5213
C: 0.5117 1.3252 -2.5857
C: 0.0199 -2.3429 -2.0798
C: -1.6492 -3.1880 0.1673
C: -1.7062 3.3442 1.9404
C: 2.0072 -0.0173 0.4057
C: 0.9513 1.3406 5.5166
C: 1.3908 -4.7524 -0.1920
C: 1.8692 3.0919 1.8765
C: -1.6230 3.1923 0.4186
C: 1.6752 -3.1735 1.7618
C: 1.4383 3.3583 0.4296
C: 1.4198 -3.2814 0.2538
C: -0.0095 2.5702 -1.8958
C: 1.3382 4.8658 0.1567
C: -1.9222 4.5179 -0.3012
H: 0.8774 -3.6655 2.3289
H: -2.3840 2.4561 0.0949
H: 2.2416 -2.7638 -0.2815
H: -1.2367 5.3119 0.0075
H: 2.3816 -5.2005 -0.0316
H: 2.1475 2.0432 2.0255
H: -0.9698 -2.4770 -2.5211
H: 2.9741 1.2053 4.6956
H: -1.1136 1.3864 4.7448
H: 2.4052 -0.2794 5.4676
H: -1.9143 -4.1873 -1.7793
H: -1.8876 4.4207 -1.3908
H: 1.6258 1.3598 -2.7062
H: 0.1698 1.2941 -3.6525
H: 2.2167 2.9371 -0.2359
H: 1.6457 -1.0468 -2.7722
H: -2.9374 4.8327 -0.0316
H: 0.6671 -3.1796 -2.3707
H: 2.7563 3.6978 2.1117
H: -2.9303 -4.8038 -0.4722
H: 0.6498 5.3546 0.8568
H: 0.6090 3.4412 -2.1478
H: 0.1964 -0.9285 -3.7255
H: -1.0159 2.7110 -2.2976
H: -1.5767 0.0984 -0.4095
H: -0.9813 -4.3526 1.8843
H: 0.6840 0.9562 6.5102
H: -1.6615 2.3672 2.4393
H: 1.0808 3.3526 2.5953
H: 0.6797 -5.3295 0.4092
H: 1.0450 5.1057 -0.8708
H: 1.1542 -4.8787 -1.2540
H: -1.2117 -5.2190 -0.5098
H: -0.9024 3.9861 2.3262
H: 2.6270 -3.6610 2.0118
H: 1.7440 -2.1320 2.0978
H: 2.0470 -0.4086 2.9290
H: 2.3278 5.3195 0.3107
H: -1.4583 -2.6715 2.2880
H: -2.6652 3.8090 2.2079
H: -2.4311 -2.4297 -0.0415
H: 1.1562 2.4100 5.6065
H: -2.6970 -3.8811 1.9267
H: -0.9556 0.1202 -1.3559

## Properties
LUMO (spin up / spin down) (eV): -2.091 / -3.624
E_HOMO (spin up / spin down) (eV): -8.7 / -10.8
Maximum force (eV Å⁻¹): 9.68
Gap between HOMO and LUMO (spin up / spin down) (eV): 6.60 / 7.20
Charge: +1
Multiplicity: 5

=====

# C20H44FNO4S2Si

3 unconnected molecules or ions with the total composition C20H44FNO4S2Si (ωB97M-V/def2-TZVPD, the OMol25 dataset).

Atoms and positions in Å:
S: 0.0594 2.7521 -1.0487
S: 4.0778 0.8894 -4.4837
Si: -2.3620 -2.7074 2.9373
F: -2.5582 -5.2091 3.8889
O: 3.0062 1.8404 -4.6688
O: -0.8434 2.0436 -0.1723
O: 3.7817 -0.4585 -4.0758
O: 1.1754 3.4945 -0.5155
N: -2.1179 -3.4367 1.3622
C: -2.3363 -3.6518 5.6865
C: -4.1168 -2.0806 3.2108
C: 5.0988 0.8819 -5.9526
C: -1.2360 -1.2123 3.0574
C: -3.1171 -3.1893 0.3097
C: 5.3036 1.6146 -3.3863
C: -1.9440 -1.4110 -1.1765
C: 6.5766 1.7798 -4.2262
C: -0.5416 -1.7486 -0.6877
C: -1.9701 1.6674 4.1761
C: -3.0935 -1.7635 -0.2233
C: -0.2244 3.6383 -3.4968
C: -1.9149 -4.0028 4.2598
C: 6.1410 1.9640 -5.6870
C: 0.3503 1.1936 3.2710
C: -0.6508 0.8834 4.3886
C: -0.8788 3.8273 -2.1312
C: 0.0241 2.1317 -3.6411
C: 0.6522 1.6472 -2.3324
C: -0.9637 -0.6318 4.4529
H: 1.7360 1.7272 -2.3557
H: -0.8269 4.8435 -1.7474
H: -2.1242 -1.8472 -2.1624
H: -1.4898 -3.6255 6.3693
H: -4.8759 -2.6410 2.6679
H: 4.4701 1.0704 -6.8194
H: -1.8281 -0.7439 5.1071
H: -1.9096 3.4741 -2.1277
H: -0.2312 1.1971 5.3451
H: -2.0217 2.1177 3.1851
H: -0.3143 -1.3123 0.2824
H: -4.4000 -2.0888 4.2636
H: 6.9809 1.8816 -6.3747
H: 7.1948 0.8845 -4.1397
H: -3.1367 -1.0222 0.5784
H: -0.4092 -2.8265 -0.6112
H: -2.0899 2.4678 4.9064
H: -2.9069 -3.8603 -0.5297
H: 1.0010 0.3485 3.0381
H: 0.3603 0.6336 -2.0741
H: -2.8414 1.0164 4.2720
H: -2.8599 -2.7015 5.7651
H: 0.6695 1.9067 -4.4833
H: 0.7268 4.1740 -3.5300
H: -1.9863 -0.3268 -1.3282
H: -4.0200 -1.6390 -0.7929
H: -4.1288 -3.4444 0.6426
H: 5.4361 0.9492 -2.5373
H: -4.1526 -1.0385 2.8866
H: -0.8428 -4.2084 4.2597
H: 7.1685 2.6219 -3.8720
H: 0.1927 -1.3741 -1.4031
H: 5.6931 2.9508 -5.8204
H: -0.9279 1.6193 -3.8025
H: 4.9085 2.5705 -3.0477
H: -1.9822 -4.4352 1.4686
H: -1.7358 -0.4593 2.4360
H: 1.0070 2.0246 3.5309
H: 5.5522 -0.1061 -6.0249
H: -3.0264 -4.4241 6.0260
H: -0.8555 4.0248 -4.2959
H: -0.3044 -1.4418 2.5399
H: -0.0929 -1.1409 4.8719
H: -0.1535 1.4574 2.3420

## Properties
LUMO (eV): 0.507
E_HOMO (eV): -8.6
SMILES: CCCCN[Si@](C)(CCC(C)C)[C@@H](C)F.O=S1(=O)CCCC1.O=S1(=O)CCCC1
Maximum force (eV Å⁻¹): 0.84
Gap between HOMO and LUMO (eV): 9.07
Multiplicity: 1

=====

# C20H44NO14Pb

A molecular structure, C20H44NO14Pb at a distorted geometry (ωB97M-V/def2-TZVPD, the OMol25 dataset).

Atoms and positions in Å:
Pb: -0.3237 1.8013 -0.4934
O: 3.4858 2.1278 -3.4516
O: 3.1543 0.0726 -2.9574
O: -1.5235 -6.1058 -2.9467
O: -0.3200 -0.3410 -0.2753
O: 3.3948 2.9557 1.8551
O: -4.1168 0.8103 0.9595
O: -0.6234 1.9729 2.1388
O: 1.6187 1.5897 -2.3177
O: -4.2579 2.9169 1.2161
O: -0.9333 0.4824 3.8408
O: -3.0829 2.1715 -0.5459
O: -1.7134 2.4408 4.0484
O: 1.8983 1.9122 0.5281
O: 3.5689 0.8398 1.5867
N: -1.6323 -3.1865 -0.6887
C: -3.6688 -0.4398 0.3451
C: -0.1951 -1.7198 4.1435
C: 4.5208 4.2421 -3.7374
C: -1.5549 -5.3945 -1.7659
C: 3.2171 3.5525 -3.3860
C: 2.6842 1.3016 -2.8241
C: -1.0258 1.6519 3.2469
C: 3.3611 4.1918 1.1408
C: -3.7371 1.9583 0.4667
C: 3.0045 -0.4262 1.2163
C: 2.3335 -1.0213 -2.5719
C: 3.5609 -1.4745 2.1463
C: -1.5418 -3.8743 -1.9806
C: -3.9168 4.2610 0.9276
C: -2.7649 -6.1695 -3.6360
C: -0.1822 -0.5383 3.1906
C: -1.8140 3.8382 3.7629
C: 2.8680 1.9002 1.2651
C: -3.7382 -1.4869 1.4377
C: -0.2988 -3.4411 -2.7538
H: -0.6685 -5.5914 -1.1544
H: -4.5816 4.6108 0.1386
H: -0.3295 -2.3706 -2.9658
H: -1.3155 -2.2235 -0.7968
H: -2.6907 -6.6897 -4.5829
H: 1.3499 -0.7478 -2.2070
H: -3.1194 -5.1435 -3.7612
H: -0.9807 4.3405 4.2528
H: 0.8423 -0.2377 2.9683
H: 5.2631 3.9520 -2.9942
H: 0.6431 -3.7028 -2.2508
H: -1.2258 -2.0685 4.2120
H: 2.5127 3.7237 -4.2020
H: -1.8037 4.0723 2.7019
H: 0.4363 -2.5324 3.7834
H: -2.3797 -3.5145 -2.5849
H: 4.8539 3.9123 -4.7198
H: -3.5826 -2.4467 0.9386
H: 2.8526 -1.6167 -1.8140
H: 4.3761 5.3193 -3.7912
H: -2.8824 4.3764 0.5937
H: -0.9162 -3.5232 -0.0415
H: -2.7507 4.1447 4.2167
H: 2.4002 4.5331 0.7665
H: -0.2549 -1.1334 0.2577
H: 4.0732 4.1100 0.3125
H: -3.4691 -6.7072 -2.9906
H: -0.6059 -0.8868 2.2486
H: 2.2978 -1.7575 -3.3763
H: -2.6687 -0.2516 -0.0364
H: -3.9987 4.9074 1.7968
H: -2.4099 -5.5886 -1.1001
H: 0.1493 -1.4832 5.1487
H: -4.3421 -0.7078 -0.4688
H: -2.8813 -1.3791 2.1029
H: 3.2145 -0.6677 0.1748
H: -4.7066 -1.4773 1.9262
H: 3.8218 4.9325 1.7881
H: 3.0212 -2.4221 2.1858
H: 2.8077 3.8359 -2.4204
H: -0.1503 -3.9628 -3.7051
H: 1.9159 -0.4271 1.2668
H: 4.5718 -1.7982 1.8881
H: 3.6062 -1.0834 3.1642

## Properties
LUMO (eV): -2.469
E_HOMO (eV): -11.5
Maximum force (eV Å⁻¹): 1.85
Gap between HOMO and LUMO (eV): 9.01
Charge: +1
Multiplicity: 1